(1)
{
  "formula": "C26H23BiN4O3PS2",
  "method": "ωB97M-V/def2-TZVPD",
  "orbital_gap_ev": 7.7376,
  "charge": 1,
  "e_homo_ev": -11.26,
  "species": ["Bi", "C", "C", "N", "N", "C", "N", "S", "C", "C", "C", "C", "C", "N", "H", "H", "H", "H", "H", "H", "H", "H", "H", "O", "S", "O", "O", "C", "C", "C", "C", "C", "C", "P", "C", "C", "C", "C", "C", "C", "C", "C", "C", "C", "C", "C", "H", "H", "H", "H", "H", "H", "H", "H", "H", "H", "H", "H", "H", "H"],
  "xyz": [[-0.184, 1.831, -0.978], [1.806, 4.893, 1.891], [1.115, 3.669, 1.388], [1.495, 3.064, 0.324], [2.579, 3.550, -0.338], [2.940, 2.802, -1.356], [4.010, 3.205, -2.052], [2.205, 1.298, -1.909], [-0.045, 3.045, 2.079], [-0.457, 3.450, 3.336], [-1.515, 2.796, 3.950], [-2.148, 1.762, 3.289], [-1.694, 1.415, 2.029], [-0.660, 2.026, 1.447], [1.897, 5.606, 1.072], [1.282, 5.364, 2.716], [2.823, 4.649, 2.201], [4.510, 4.024, -1.749], [4.343, 2.672, -2.835], [0.046, 4.262, 3.839], [-1.842, 3.101, 4.936], [-2.983, 1.235, 3.726], [-2.180, 0.642, 1.453], [-3.962, 1.070, -2.862], [-2.824, 0.587, -2.155], [-1.520, 0.745, -2.857], [-2.648, 1.103, -0.775], [-2.927, -1.154, -1.892], [-4.030, -1.875, -2.305], [-4.061, -3.246, -2.081], [-2.991, -3.875, -1.463], [-1.883, -3.144, -1.053], [-1.846, -1.770, -1.248], [-0.319, -0.893, -0.745], [0.013, -1.311, 0.982], [-0.947, -1.881, 1.814], [-0.664, -2.088, 3.158], [0.570, -1.722, 3.675], [1.525, -1.136, 2.852], [1.247, -0.924, 1.511], [0.941, -1.706, -1.758], [1.820, -2.647, -1.228], [2.718, -3.295, -2.064], [2.738, -3.009, -3.422], [1.854, -2.078, -3.951], [0.953, -1.426, -3.125], [-4.841, -1.358, -2.800], [-4.918, -3.825, -2.398], [-3.012, -4.945, -1.304], [-1.048, -3.654, -0.587], [-1.915, -2.166, 1.420], [-1.410, -2.539, 3.799], [0.794, -1.897, 4.719], [2.487, -0.846, 3.255], [1.991, -0.457, 0.872], [1.812, -2.881, -0.171], [3.401, -4.026, -1.651], [3.442, -3.517, -4.069], [1.862, -1.860, -5.011], [0.252, -0.712, -3.545]],
  "forces_ev_per_angstrom": [[-0.219, -0.107, -0.192], [-0.007, -0.017, 0.035], [-0.084, -0.047, 0.155], [0.039, -0.072, -0.109], [-0.046, -0.161, -0.095], [-0.026, 0.098, 0.050], [0.004, -0.049, 0.012], [0.146, 0.048, 0.010], [0.146, -0.064, -0.038], [0.004, 0.036, 0.059], [-0.001, 0.044, 0.056], [-0.017, -0.028, 0.020], [0.060, 0.036, -0.096], [-0.103, 0.056, 0.020], [0.009, -0.004, 0.001], [0.012, 0.000, -0.019], [-0.008, -0.013, 0.009], [0.001, 0.004, -0.001], [-0.008, 0.019, -0.009], [-0.018, -0.007, 0.015], [0.008, 0.002, -0.008], [0.012, -0.003, -0.015], [-0.014, 0.001, -0.026], [-0.079, -0.208, 0.009], [0.125, 0.116, 0.040], [-0.034, 0.166, 0.009], [-0.038, 0.196, -0.047], [0.158, -0.063, 0.101], [0.069, 0.015, -0.006], [0.007, -0.021, 0.011], [-0.032, -0.047, -0.015], [0.007, -0.040, 0.004], [-0.126, 0.236, -0.034], [0.123, -0.219, 0.104], [-0.080, -0.019, 0.016], [0.016, -0.025, -0.009], [0.027, 0.017, 0.008], [-0.017, -0.011, -0.021], [-0.020, 0.004, -0.011], [0.016, 0.074, -0.007], [-0.009, 0.009, 0.028], [0.047, 0.020, 0.023], [0.003, 0.013, -0.037], [-0.014, 0.015, 0.037], [0.012, -0.010, 0.001], [-0.068, 0.008, -0.046], [0.009, -0.013, 0.007], [0.009, 0.011, -0.003], [0.003, 0.015, 0.003], [-0.009, 0.005, -0.011], [0.019, 0.004, 0.005], [0.013, 0.000, -0.009], [-0.015, 0.016, -0.005], [-0.006, -0.005, -0.010], [-0.008, -0.015, 0.011], [-0.014, 0.010, -0.019], [-0.003, 0.002, -0.006], [-0.011, 0.005, 0.001], [0.003, -0.004, 0.013], [0.026, -0.028, 0.027]]
}

(2)
{
  "formula": "C26H23CsF6N3O4S",
  "method": "ωB97M-V/def2-TZVPD",
  "orbital_gap_ev": 6.6122,
  "charge": -1,
  "e_homo_ev": -4.39,
  "de_lowest_kcal_mol": 10.23,
  "species": ["Cs", "O", "C", "C", "C", "C", "C", "C", "N", "H", "H", "H", "H", "H", "H", "H", "C", "C", "C", "C", "C", "C", "C", "S", "O", "O", "N", "C", "C", "C", "C", "C", "C", "C", "C", "N", "C", "H", "H", "H", "H", "H", "H", "H", "H", "H", "H", "H", "H", "H", "C", "C", "O", "C", "F", "F", "F", "C", "F", "F", "F", "H", "H", "H"],
  "xyz": [[-0.125, -1.565, -0.007], [2.514, -1.838, -1.536], [3.692, -1.497, -0.769], [4.258, -2.691, -0.048], [5.594, -2.602, 0.410], [6.140, -3.666, 1.099], [5.316, -4.797, 1.330], [4.019, -4.769, 0.837], [3.485, -3.742, 0.168], [2.312, -1.062, -2.092], [3.469, -0.722, 0.002], [4.502, -1.116, -1.418], [6.142, -1.692, 0.239], [7.149, -3.611, 1.488], [5.682, -5.650, 1.881], [3.344, -5.608, 0.972], [-6.464, 1.560, 1.318], [-5.448, 0.932, 0.395], [-4.290, 0.365, 0.931], [-3.313, -0.213, 0.126], [-3.492, -0.185, -1.276], [-4.666, 0.369, -1.839], [-5.615, 0.944, -1.004], [-2.274, -0.901, -2.349], [-2.740, -0.918, -3.714], [-1.978, -2.197, -1.763], [-0.864, -0.033, -2.174], [-0.800, 1.220, -2.627], [-1.895, 2.062, -3.010], [-1.679, 3.379, -3.409], [-0.397, 3.920, -3.488], [0.743, 3.142, -3.151], [2.057, 3.676, -3.235], [3.129, 2.845, -2.963], [2.872, 1.516, -2.585], [1.656, 0.973, -2.447], [0.578, 1.761, -2.711], [-6.483, 1.038, 2.282], [-7.466, 1.486, 0.891], [-6.261, 2.618, 1.534], [-4.114, 0.340, 1.995], [-2.467, -0.675, 0.627], [-4.831, 0.329, -2.913], [-6.506, 1.392, -1.421], [-2.877, 1.632, -3.037], [-2.529, 4.008, -3.652], [-0.237, 4.951, -3.793], [2.193, 4.716, -3.528], [4.156, 3.181, -3.015], [3.718, 0.848, -2.441], [-0.705, -1.310, 4.690], [0.010, -0.450, 3.580], [-0.166, -1.061, 2.387], [-0.615, 0.996, 3.454], [-0.414, 1.696, 4.646], [-1.994, 0.896, 3.233], [-0.081, 1.714, 2.404], [1.564, -0.353, 3.847], [2.186, 0.451, 2.913], [1.763, 0.170, 5.132], [2.146, -1.605, 3.790], [-1.742, -1.463, 4.397], [-0.671, -0.865, 5.683], [-0.187, -2.267, 4.736]],
  "forces_ev_per_angstrom": [[2.029, -1.047, 0.029], [1.412, 0.422, 0.437], [-0.704, 0.085, -0.402], [0.364, 0.075, 0.206], [-0.696, -0.490, -0.020], [-0.912, -0.506, 0.195], [0.333, 0.851, -0.367], [0.159, -0.038, 0.082], [0.276, 0.071, -0.046], [-0.318, -0.023, 0.258], [0.006, -0.276, -0.474], [-0.379, 0.036, 0.121], [0.222, 0.151, -0.094], [-0.001, -0.098, -0.036], [0.002, -0.062, -0.006], [0.115, -0.075, 0.133], [-0.144, -0.165, 0.130], [0.283, 0.302, -0.331], [0.075, -0.232, -0.406], [-0.560, 0.325, -0.910], [-0.982, 0.214, 0.329], [0.698, -0.243, 0.670], [0.205, -0.270, 0.777], [2.231, 0.357, -0.349], [-0.525, 0.358, 0.190], [-0.963, 0.018, -0.595], [-2.368, -1.513, -0.472], [0.181, 1.332, -0.467], [1.605, -0.732, 0.194], [1.114, 0.408, -0.034], [-0.509, -0.197, 0.189], [-0.283, -0.648, 0.235], [0.129, -0.866, 0.184], [-0.730, 0.350, 0.016], [-0.951, -0.428, -0.087], [0.685, 0.733, -0.253], [-0.431, 1.237, -0.511], [0.046, 0.095, -0.172], [0.001, 0.096, -0.003], [0.066, -0.205, -0.180], [-0.178, 0.091, 0.171], [-0.255, 0.230, -0.261], [0.216, 0.016, 0.160], [-0.086, -0.017, -0.064], [-0.166, 0.102, 0.041], [0.008, -0.060, -0.072], [-0.098, -0.098, 0.022], [-0.006, -0.184, 0.034], [-0.006, 0.085, -0.059], [-0.079, 0.006, 0.161], [0.731, 0.973, 0.032], [-0.568, -1.029, -1.242], [0.098, 0.696, 1.659], [0.098, -0.334, 0.455], [-0.669, -0.144, -1.742], [2.069, 0.518, 0.451], [-1.050, -0.676, 1.716], [-0.821, 0.177, 0.401], [-0.297, -1.144, 1.598], [0.713, -0.668, -1.686], [-0.463, 1.901, 0.244], [0.114, 0.037, -0.153], [-0.027, 0.117, 0.139], [-0.063, 0.003, -0.166]]
}

(3)
{
  "formula": "C26H23GeO6RuS",
  "method": "ωB97M-V/def2-TZVPD",
  "orbital_gap_ev": [7.4621, 4.9628],
  "charge": 2,
  "spin_multiplicity": 6,
  "e_homo_ev": [-13.95, -13.87],
  "de_lowest_kcal_mol": 1.45,
  "species": ["Ru", "O", "C", "O", "C", "O", "C", "C", "O", "O", "H", "H", "H", "H", "H", "Ge", "C", "C", "C", "C", "C", "C", "C", "C", "C", "C", "C", "C", "H", "H", "H", "H", "H", "H", "H", "H", "H", "H", "H", "C", "C", "O", "S", "C", "C", "C", "C", "C", "C", "C", "C", "H", "H", "H", "H", "H", "H", "H"],
  "xyz": [[-2.491, 0.822, 0.698], [-5.217, 3.549, 2.617], [-4.527, 2.526, 2.216], [-3.597, 2.608, 1.415], [-4.979, 1.218, 2.806], [-4.022, 0.232, 2.467], [-4.550, -1.085, 2.208], [-4.484, -1.419, 0.716], [-5.083, -2.346, 0.272], [-3.701, -0.602, 0.010], [-4.909, 4.374, 2.203], [-5.966, 0.990, 2.393], [-5.075, 1.321, 3.889], [-5.575, -1.173, 2.560], [-3.937, -1.800, 2.754], [-0.697, 0.439, -1.424], [1.117, 0.672, -1.993], [1.752, 1.911, -2.035], [3.072, 1.997, -2.453], [3.756, 0.849, -2.832], [3.127, -0.389, -2.794], [1.810, -0.481, -2.372], [-2.012, 1.881, -1.527], [-3.258, 1.659, -2.141], [-4.127, 2.717, -2.351], [-3.766, 4.001, -1.961], [-2.538, 4.237, -1.342], [-1.670, 3.186, -1.119], [-1.364, -0.872, -1.822], [1.230, 2.817, -1.753], [3.564, 2.959, -2.491], [4.782, 0.920, -3.165], [3.656, -1.279, -3.107], [1.319, -1.448, -2.363], [-3.537, 0.659, -2.451], [-5.079, 2.543, -2.835], [-4.441, 4.826, -2.146], [-2.260, 5.240, -1.050], [-0.716, 3.377, -0.640], [6.997, -5.359, 0.988], [5.765, -4.582, 0.657], [4.902, -4.869, -0.106], [5.743, -2.979, 1.600], [4.161, -2.324, 1.379], [4.045, -0.931, 1.609], [2.838, -0.308, 1.497], [1.681, -1.067, 1.168], [1.796, -2.466, 0.970], [3.009, -3.084, 1.071], [0.477, -0.433, 0.966], [-0.587, 0.191, 0.762], [7.069, -6.215, 0.322], [6.939, -5.695, 2.025], [7.880, -4.726, 0.889], [4.932, -0.361, 1.851], [2.749, 0.760, 1.642], [0.910, -3.040, 0.733], [3.087, -4.147, 0.919]],
  "forces_ev_per_angstrom": [[-0.698, 0.286, 0.087], [-0.009, 0.003, 0.008], [0.019, -0.076, -0.020], [0.042, 0.029, 0.051], [0.039, 0.059, 0.001], [0.032, 0.021, 0.037], [0.066, -0.021, -0.034], [-0.188, 0.012, 0.167], [0.049, -0.043, -0.087], [0.173, 0.039, -0.042], [-0.002, -0.019, 0.006], [-0.009, 0.005, -0.014], [0.004, -0.006, 0.008], [-0.021, 0.011, -0.016], [0.023, -0.005, 0.016], [0.114, -0.192, -0.265], [-0.023, 0.018, 0.045], [-0.014, 0.064, 0.049], [-0.007, -0.028, 0.006], [0.001, -0.030, 0.021], [0.019, 0.043, 0.001], [-0.098, -0.013, 0.001], [0.177, 0.035, 0.097], [-0.044, -0.104, 0.016], [-0.011, 0.095, 0.001], [0.056, -0.066, 0.016], [-0.090, 0.008, -0.047], [0.031, 0.049, 0.033], [0.064, -0.022, -0.039], [0.001, -0.010, -0.026], [-0.002, 0.013, -0.008], [-0.003, 0.004, -0.011], [-0.001, -0.002, 0.011], [0.012, -0.004, 0.004], [-0.011, 0.007, -0.004], [0.001, -0.003, 0.002], [0.005, 0.007, -0.001], [-0.004, 0.000, 0.001], [-0.004, 0.001, 0.010], [-0.007, 0.007, -0.037], [-0.012, 0.077, 0.079], [0.001, -0.053, -0.041], [0.051, -0.028, -0.004], [-0.137, -0.022, 0.020], [0.063, -0.042, -0.035], [-0.068, -0.025, 0.003], [0.036, 0.131, -0.121], [-0.022, -0.071, -0.037], [0.093, 0.033, 0.025], [0.062, 0.083, 0.327], [0.262, -0.246, -0.302], [0.003, 0.002, -0.001], [0.002, 0.002, -0.002], [0.010, -0.004, 0.011], [-0.007, 0.006, 0.001], [0.003, -0.002, 0.013], [0.001, -0.007, 0.022], [-0.023, -0.004, -0.003]]
}

(4)
{
  "formula": "C26H23IN2NiO5Se",
  "method": "ωB97M-V/def2-TZVPD",
  "orbital_gap_ev": 7.3847,
  "e_homo_ev": -8.09,
  "de_lowest_kcal_mol": 0.00,
  "species": ["Ni", "C", "C", "C", "C", "C", "C", "C", "C", "C", "C", "O", "O", "H", "H", "H", "H", "H", "H", "H", "H", "H", "H", "H", "O", "C", "C", "N", "C", "Se", "N", "C", "C", "C", "C", "C", "C", "H", "H", "H", "H", "H", "H", "H", "H", "I", "C", "C", "C", "C", "C", "C", "C", "O", "O", "H", "H", "H", "H"],
  "xyz": [[-0.190, 0.192, 0.367], [-3.869, -5.775, 4.646], [-3.156, -4.678, 3.906], [-1.771, -4.674, 3.798], [-1.100, -3.662, 3.122], [0.400, -3.668, 3.004], [-1.846, -2.636, 2.549], [-3.236, -2.610, 2.642], [-4.013, -1.483, 2.012], [-3.872, -3.638, 3.323], [-1.147, -1.539, 1.812], [-0.825, -0.483, 2.394], [-0.871, -1.712, 0.581], [-3.221, -6.638, 4.793], [-4.756, -6.103, 4.102], [-4.196, -5.432, 5.630], [-1.198, -5.478, 4.247], [0.837, -4.458, 3.614], [0.818, -2.714, 3.334], [0.705, -3.827, 1.968], [-3.713, -1.333, 0.971], [-3.829, -0.544, 2.537], [-5.083, -1.686, 2.030], [-4.954, -3.629, 3.396], [2.550, -0.844, 1.136], [1.531, -0.464, 0.857], [3.622, 3.048, 0.619], [3.454, 2.152, -0.506], [2.285, 1.800, -1.068], [0.552, 2.307, -0.598], [2.554, 0.939, -2.067], [3.915, 0.710, -2.155], [4.683, -0.086, -2.991], [6.050, -0.067, -2.782], [6.630, 0.716, -1.780], [5.865, 1.512, -0.946], [4.494, 1.493, -1.154], [2.636, 3.352, 0.961], [4.191, 3.924, 0.313], [4.146, 2.530, 1.421], [1.818, 0.527, -2.622], [4.236, -0.693, -3.765], [6.688, -0.673, -3.411], [7.704, 0.697, -1.654], [6.315, 2.117, -0.171], [-8.749, 1.226, -1.500], [-6.678, 0.935, -1.347], [-6.005, 0.275, -2.364], [-4.638, 0.080, -2.253], [-3.948, 0.543, -1.141], [-4.635, 1.207, -0.132], [-6.003, 1.404, -0.230], [-2.463, 0.286, -1.047], [-1.891, -0.401, -1.884], [-1.891, 0.859, -0.041], [-6.541, -0.086, -3.231], [-4.085, -0.441, -3.023], [-4.089, 1.563, 0.731], [-6.540, 1.917, 0.557]],
  "forces_ev_per_angstrom": [[0.335, 0.227, -0.828], [-0.025, -0.024, 0.031], [0.014, 0.039, -0.049], [-0.024, 0.024, 0.007], [-0.063, 0.082, -0.003], [0.024, -0.014, -0.002], [-0.020, -0.143, -0.006], [-0.021, 0.068, -0.040], [0.046, -0.062, -0.050], [0.016, -0.033, 0.015], [0.163, 0.089, 0.256], [-0.165, -0.168, 0.430], [0.100, 0.387, 0.023], [0.001, -0.010, 0.004], [-0.007, -0.007, 0.004], [-0.008, -0.003, 0.014], [-0.001, -0.014, -0.001], [0.005, -0.009, -0.003], [-0.001, -0.004, 0.000], [0.008, 0.006, -0.012], [-0.031, -0.041, 0.108], [0.013, -0.006, -0.007], [-0.016, 0.002, 0.007], [-0.013, -0.010, -0.003], [-0.020, -0.047, 0.069], [-0.726, 0.408, -0.355], [0.016, 0.079, 0.095], [-0.116, -0.032, -0.100], [-0.007, -0.131, -0.074], [-0.126, -0.379, 0.372], [-0.110, 0.043, 0.067], [0.211, 0.063, 0.090], [-0.010, 0.001, 0.012], [-0.028, -0.042, -0.060], [0.053, 0.037, 0.053], [-0.043, 0.016, 0.006], [0.080, -0.149, -0.181], [0.005, -0.007, -0.001], [-0.003, -0.007, 0.007], [-0.002, 0.007, -0.001], [-0.004, 0.010, 0.022], [-0.007, -0.004, -0.005], [0.000, -0.006, -0.003], [0.002, 0.005, 0.005], [0.003, 0.003, 0.003], [0.123, -0.015, 0.010], [-0.071, 0.013, 0.005], [-0.064, -0.012, -0.048], [0.032, -0.013, 0.032], [0.106, -0.005, -0.011], [0.055, 0.011, -0.045], [-0.074, 0.043, 0.047], [-0.036, -0.197, -0.682], [-0.089, 0.177, 0.099], [0.514, -0.232, 0.678], [0.001, -0.002, 0.003], [0.007, -0.007, -0.006], [-0.009, -0.003, 0.006], [0.003, -0.003, -0.004]]
}

Number 1: largest force on an atom 0.3 eV/Å. Number 2: largest force on an atom 2.8 eV/Å. Number 3: largest force on an atom 0.8 eV/Å. Number 4: largest force on an atom 0.9 eV/Å.